[1]
C2HO3Sc as an isolated structure in a non-equilibrium geometry, computed with wB97M-V/def2-TZVPD.

Summary:
Electronic energy ... -1061.7096 Eh
ΔE to the lowest compared entry with this formula, charge and spin ... 22.3 kJ/mol
Frontier orbital gap (alpha / beta) ... 6.22 / 9.40 eV
HOMO level (alpha / beta) ... -24.86 / -28.02 eV

Structure (ORCA input):
```
! RIJCOSX wB97M-V def2-TZVPD def2/J DEFGRID3
* xyz 3 2
C -0.2676 -1.1322 -0.1940
O -1.3910 -0.3800 -0.1819
C -0.5964 0.8442 -0.0531
O 0.5994 0.1335 -0.0447
O -0.8980 1.9660 -0.0435
Sc 2.6773 0.5412 0.0204
H -0.1237 -1.9727 0.4969
*
```

Charges per atom according to natural (NBO) partitioning, unit e: atom 1 (C): 0.788, atom 2 (O): -0.218, atom 3 (C): 0.949, atom 4 (O): -0.691, atom 5 (O): -0.171, atom 6 (Sc): 1.982, atom 7 (H): 0.361

***

[2]
C2HO3Yb as an isolated structure in a non-equilibrium geometry, computed with wB97M-V/def2-TZVPD.

Summary:
Electronic energy ... -1459.6175 Eh
ΔE to the lowest compared entry with this formula, charge and spin ... 0.0 kJ/mol
Frontier orbital gap (alpha / beta) ... 3.86 / 9.20 eV
HOMO level (alpha / beta) ... -21.68 / -27.21 eV

Structure (ORCA input):
```
! RIJCOSX wB97M-V def2-TZVPD def2/J DEFGRID3
* xyz 3 3
O 0.8294 -1.0460 0.8485
O 0.1308 -1.4291 -2.2074
O -0.2539 0.6625 0.5968
C -0.0070 -0.7122 -1.3100
C -0.0923 -0.5945 0.1372
Yb -1.2725 2.7635 0.5404
H 0.6656 0.3558 1.3945
*
```

Charges per atom according to natural (NBO) partitioning, unit e: atom 1 (O): -0.249, atom 2 (O): 0.037, atom 3 (O): -0.869, atom 4 (C): 0.818, atom 5 (C): 0.661, atom 6 (Yb): 1.970, atom 7 (H): 0.632

***

[3]
A 2-piece molecular cluster, C2IN2P overall in a non-equilibrium geometry, computed with wB97M-V/def2-TZVPD.

Summary:
Electronic energy ... -824.6006 Eh
ΔE to the lowest compared entry with this formula, charge and spin ... 370.5 kJ/mol
Frontier orbital gap (alpha / beta) ... 7.96 / 4.37 eV
HOMO level (alpha / beta) ... -10.24 / -8.92 eV

Structure (ORCA input):
```
! RIJCOSX wB97M-V def2-TZVPD def2/J DEFGRID3
* xyz 0 1
C 0.0858 1.4825 -0.5612
C 0.8283 -3.4237 -0.6017
N -0.0879 1.6452 -1.6873
N 0.5372 -2.3803 -0.2382
P 0.4395 1.2396 1.1298
I -1.8028 1.4368 1.9587
*
```

Charges per atom according to natural (NBO) partitioning, unit e: atom 1 (C): -0.174, atom 2 (C): 0.443, atom 3 (N): -0.246, atom 4 (N): -0.447, atom 5 (P): 0.450, atom 6 (I): -0.026

***

[4]
C2MnNa6O14P2 as an isolated structure in a non-equilibrium geometry, computed with wB97M-V/def2-TZVPD.

Summary:
Electronic energy ... -3937.8460 Eh
Frontier orbital gap (alpha / beta) ... 4.82 / 4.83 eV
HOMO level (alpha / beta) ... -1.90 / -1.91 eV

Structure (ORCA input):
```
! RIJCOSX wB97M-V def2-TZVPD def2/J DEFGRID3
* xyz -2 6
Na 7.0074 5.4590 8.5577
Na 7.1605 10.2098 9.7460
Na 7.9765 5.8248 5.8840
Na 6.4973 8.1733 4.8409
Na 7.0908 6.6868 12.9440
Na 8.4959 7.5649 9.9138
Mn 5.3344 8.2116 7.9758
C 5.7537 8.2789 10.5691
O 7.0097 8.5197 11.0360
O 5.6302 7.2742 9.7700
O 4.9737 9.2123 10.7674
C 8.0585 4.8762 10.9154
O 6.9047 4.3245 10.6443
O 8.4276 5.1292 12.1830
O 8.9052 5.3658 10.0427
P 8.5193 9.0541 7.0164
O 9.0471 10.0314 8.0761
O 8.9741 7.6529 7.4233
O 8.6001 9.1058 5.3776
O 6.8424 9.4572 7.3287
P 4.8104 6.1162 5.9184
O 5.9533 6.1722 6.9955
O 4.2036 7.6151 6.3316
O 4.1972 4.6161 5.9585
O 5.3771 6.2093 4.3925
*
```

Charges per atom according to natural (NBO) partitioning, unit e: atom 1 (Na): 0.925, atom 2 (Na): 0.955, atom 3 (Na): 0.959, atom 4 (Na): 0.942, atom 5 (Na): 0.964, atom 6 (Na): 0.934, atom 7 (Mn): 1.601, atom 8 (C): 0.898, atom 9 (O): -1.065, atom 10 (O): -0.880, atom 11 (O): -0.795, atom 12 (C): 0.916, atom 13 (O): -0.869, atom 14 (O): -1.013, atom 15 (O): -0.948, atom 16 (P): 2.470, atom 17 (O): -1.276, atom 18 (O): -1.303, atom 19 (O): -1.273, atom 20 (O): -1.388, atom 21 (P): 2.415, atom 22 (O): -1.398, atom 23 (O): -1.294, atom 24 (O): -1.173, atom 25 (O): -1.304

***

[5]
A 2-piece molecular cluster, C2N2O3 overall in a non-equilibrium geometry, computed with wB97M-V/def2-TZVPD.

Summary:
Electronic energy ... -411.3232 Eh
ΔE to the lowest compared entry with this formula, charge and spin ... 59.1 kJ/mol
Frontier orbital gap (alpha / beta) ... 7.98 / 7.97 eV
HOMO level (alpha / beta) ... -10.44 / -10.43 eV

Structure (ORCA input):
```
! RIJCOSX wB97M-V def2-TZVPD def2/J DEFGRID3
* xyz 0 1
N -1.4600 -1.3092 0.1155
C -1.4739 -0.1396 -0.0726
N -1.8415 1.0569 -0.2368
O -1.3803 2.1702 -0.2177
O 1.7359 -1.3155 -0.5536
C 2.2394 -0.5187 0.0919
O 2.7165 0.2828 0.7421
*
```

Charges per atom according to natural (NBO) partitioning, unit e: atom 1 (N): -0.206, atom 2 (C): 0.277, atom 3 (N): 0.083, atom 4 (O): -0.154, atom 5 (O): -0.507, atom 6 (C): 1.016, atom 7 (O): -0.509

***

[6]
One molecule with the formula C2N2S2, computed with wB97M-V/def2-TZVPD.

Summary:
Electronic energy ... -982.0568 Eh
ΔE to the lowest compared entry with this formula, charge and spin ... 0.0 kJ/mol
Frontier orbital gap ... 9.67 eV
HOMO level ... -11.02 eV

Structure (ORCA input):
```
! RIJCOSX wB97M-V def2-TZVPD def2/J DEFGRID3
* xyz 0 1
N -0.2161 1.5572 2.1374
C 0.2209 0.6212 1.6454
S 0.8731 -0.7502 0.9074
S 1.0426 -0.0247 -1.0301
C -0.4534 -0.5270 -1.6305
N -1.4671 -0.8764 -2.0297
*
```

Charges per atom according to natural (NBO) partitioning, unit e: atom 1 (N): -0.251, atom 2 (C): -0.002, atom 3 (S): 0.253, atom 4 (S): 0.253, atom 5 (C): -0.002, atom 6 (N): -0.251

***

[7]
An isolated ion of composition C2N3O3 and charge -1 in a non-equilibrium geometry, computed with wB97M-V/def2-TZVPD.

Summary:
Electronic energy ... -466.1596 Eh
ΔE to the lowest compared entry with this formula, charge and spin ... 171.5 kJ/mol
Frontier orbital gap ... 9.88 eV
HOMO level ... -5.63 eV

Structure (ORCA input):
```
! RIJCOSX wB97M-V def2-TZVPD def2/J DEFGRID3
* xyz -1 1
N -0.3016 -3.0107 -0.1770
C -0.2579 -1.8868 0.0532
C -0.3959 -0.4334 0.3669
O -1.2264 -0.1159 1.1953
N 0.3491 0.3016 -0.4301
N 0.5721 1.6507 -0.3521
O 0.0741 2.3078 0.5290
O 1.3358 2.0761 -1.1662
*
```

Charges per atom according to natural (NBO) partitioning, unit e: atom 1 (N): -0.385, atom 2 (C): 0.243, atom 3 (C): 0.522, atom 4 (O): -0.604, atom 5 (N): -0.532, atom 6 (N): 0.636, atom 7 (O): -0.443, atom 8 (O): -0.437

***

[8]
An isolated ion of composition C2N3O3 and charge -1 in a non-equilibrium geometry, computed with wB97M-V/def2-TZVPD.

Summary:
Electronic energy ... -466.1313 Eh
ΔE to the lowest compared entry with this formula, charge and spin ... 0.0 kJ/mol
Frontier orbital gap (alpha / beta) ... 7.18 / 8.16 eV
HOMO level (alpha / beta) ... -3.01 / -5.73 eV

Structure (ORCA input):
```
! RIJCOSX wB97M-V def2-TZVPD def2/J DEFGRID3
* xyz -1 3
C -0.2490 -1.2617 0.4292
C 0.4315 0.6110 -1.3933
N -0.5366 -2.3588 0.6537
N 0.0149 0.9121 1.2104
N -0.0224 0.0332 0.2581
O 0.2992 -0.3398 -2.1133
O 0.5191 1.7992 -1.3368
O -0.4568 0.6049 2.2919
*
```

Charges per atom according to natural (NBO) partitioning, unit e: atom 1 (C): 0.424, atom 2 (C): 0.968, atom 3 (N): -0.472, atom 4 (N): 0.171, atom 5 (N): -0.504, atom 6 (O): -0.666, atom 7 (O): -0.658, atom 8 (O): -0.263

***

Repeat the second record exactly.
C2HO3Yb as an isolated structure in a non-equilibrium geometry, computed with wB97M-V/def2-TZVPD.

Summary:
Electronic energy ... -1459.6175 Eh
ΔE to the lowest compared entry with this formula, charge and spin ... 0.0 kJ/mol
Frontier orbital gap (alpha / beta) ... 3.86 / 9.20 eV
HOMO level (alpha / beta) ... -21.68 / -27.21 eV

Structure (ORCA input):
```
! RIJCOSX wB97M-V def2-TZVPD def2/J DEFGRID3
* xyz 3 3
O 0.8294 -1.0460 0.8485
O 0.1308 -1.4291 -2.2074
O -0.2539 0.6625 0.5968
C -0.0070 -0.7122 -1.3100
C -0.0923 -0.5945 0.1372
Yb -1.2725 2.7635 0.5404
H 0.6656 0.3558 1.3945
*
```

Charges per atom according to natural (NBO) partitioning, unit e: atom 1 (O): -0.249, atom 2 (O): 0.037, atom 3 (O): -0.869, atom 4 (C): 0.818, atom 5 (C): 0.661, atom 6 (Yb): 1.970, atom 7 (H): 0.632